56
Properties=species:S:1:pos:R:3:forces:R:3 method="wB97M-V/def2-TZVPD" e_above_lowest_kcal_mol=0.5 fmax_ev_per_a=0.15 homo_energy_ev=-9.08
C -1.87652 -1.95528 -0.69701 0.035 0.042 -0.100
N -0.43923 -1.91214 -0.94308 -0.037 -0.125 0.084
C 0.39242 -1.03815 -0.29822 0.067 -0.002 -0.044
O 1.56431 -1.31281 -0.06832 -0.024 0.030 -0.020
C -0.13459 0.29938 0.06131 -0.030 -0.043 0.117
C -1.15475 1.08370 -0.52298 0.007 0.023 -0.100
C -1.14488 2.29079 0.12873 -0.109 0.044 0.020
S -2.20684 3.63280 -0.16158 0.026 -0.053 -0.005
N -1.18295 4.79729 -0.74033 -0.025 -0.011 0.019
O -3.11169 3.20874 -1.18746 0.047 0.025 0.060
O -2.68265 4.15357 1.08826 0.011 -0.007 -0.063
N -0.16950 2.27257 1.09874 -0.006 0.004 0.007
C 0.13721 3.33777 2.03956 -0.009 0.012 -0.006
C 0.44218 1.07027 1.05081 0.069 -0.005 -0.040
C 0.18096 -3.15979 -1.40860 0.026 0.037 0.018
C 0.27893 -4.19849 -0.27300 -0.001 -0.009 -0.060
C 1.53959 -5.06156 -0.33103 -0.018 0.038 -0.030
C 1.83406 -5.62937 -1.72679 0.009 -0.084 0.048
N 0.63310 -5.88057 -2.52624 0.091 0.037 -0.042
C -0.29733 -6.81667 -2.20692 -0.117 0.079 0.011
O -1.44808 -6.76958 -2.62287 0.071 -0.025 0.017
C 0.10515 -7.91896 -1.28092 0.069 -0.003 -0.036
F 1.35367 -8.43399 -1.46383 -0.009 -0.026 0.029
C -0.66874 -8.41659 -0.33865 -0.048 0.019 0.040
C -0.52090 -9.57946 0.61320 0.007 -0.003 -0.037
C -2.07066 -9.60397 0.70333 -0.035 -0.003 0.065
C -2.11148 -8.19338 0.05285 0.018 -0.049 -0.021
C 0.19344 -4.78085 -3.38055 -0.076 -0.029 0.006
C -0.56941 -3.69160 -2.63214 0.007 0.013 0.048
H -2.16304 -1.20667 0.03400 0.020 0.036 0.010
H -2.44896 -1.78981 -1.61114 -0.011 -0.003 -0.001
H -2.15168 -2.93255 -0.29547 0.004 -0.010 0.007
H -1.80876 0.83497 -1.34144 -0.006 -0.009 0.010
H -1.07953 4.74463 -1.74695 -0.014 0.001 0.020
H -1.49807 5.71086 -0.43500 0.008 -0.006 -0.010
H 1.01942 3.04925 2.60453 -0.002 -0.016 -0.007
H 0.34132 4.26039 1.49981 0.000 0.002 0.005
H -0.70010 3.49790 2.71475 0.004 0.013 0.004
H 1.26509 0.82978 1.70318 -0.008 -0.004 0.009
H 1.19378 -2.87891 -1.70403 -0.008 0.008 0.011
H 0.27270 -3.67522 0.68416 -0.003 0.019 -0.002
H -0.60754 -4.84095 -0.29447 -0.008 -0.001 0.019
H 2.39769 -4.46123 -0.01994 0.006 -0.010 0.008
H 1.44168 -5.87699 0.38892 -0.004 -0.009 -0.006
H 2.43018 -4.91830 -2.29706 -0.022 0.016 -0.019
H 2.42540 -6.53758 -1.65105 0.014 0.023 0.006
H -0.01072 -10.46448 0.23742 -0.002 0.000 -0.010
H -0.05680 -9.27675 1.55394 0.007 0.001 -0.003
H -2.49826 -10.35944 0.04671 0.000 0.002 0.000
H -2.50467 -9.70435 1.69599 0.002 -0.002 -0.006
H -2.20875 -7.40323 0.80072 0.000 0.008 -0.009
H -2.81391 -8.01419 -0.75530 0.003 0.000 -0.007
H 1.08489 -4.36268 -3.85114 0.016 -0.007 0.002
H -0.44251 -5.19617 -4.15985 -0.002 0.020 -0.005
H -1.53748 -4.09554 -2.33010 -0.021 -0.011 -0.013
H -0.75634 -2.86925 -3.32812 0.007 0.012 0.004



18
Properties=species:S:1:pos:R:3:forces:R:3 method="wB97M-V/def2-TZVPD" e_above_lowest_kcal_mol=34.3 fmax_ev_per_a=4.06 multiplicity=2 homo_energy_ev="-15.03 / -15.03" total_charge=+1
C 0.88511 0.49115 2.01906 -0.451 0.060 0.805
C 0.27337 -0.06261 0.71671 0.645 -0.640 0.114
C 1.08361 -1.31695 0.05543 -2.074 1.469 0.156
S 0.65949 -1.35657 -1.71304 0.570 0.436 0.263
C -1.08544 -0.95406 -1.87615 0.019 -1.912 -1.887
H 0.05652 0.85675 2.76117 1.558 0.154 -1.819
H 1.27780 -0.31346 2.62476 0.408 -0.466 0.000
H 1.76540 1.17635 1.80123 -1.479 -0.464 0.498
H 0.03068 0.78959 0.06564 0.541 -0.613 -0.170
H -0.66149 -0.56701 0.86416 -0.763 0.260 0.620
H 0.61725 -2.22634 0.42638 -0.401 -0.209 0.211
H 2.10819 -1.45971 0.35770 0.752 0.464 -0.918
H -1.61741 -1.82665 -1.42965 0.171 0.136 -0.819
H -1.51433 -0.17022 -1.36153 -0.113 2.144 1.605
H -1.32715 -0.72560 -2.97617 0.603 -1.012 1.506
H -0.62390 2.05354 -1.36027 -2.265 1.461 1.348
H -0.62047 3.07633 -0.23675 -1.620 -0.569 -0.601
O -1.30724 2.53548 -0.73867 3.899 -0.699 -0.912



85
Properties=species:S:1:pos:R:3:forces:R:3 method="wB97M-V/def2-TZVPD" fmax_ev_per_a=5.62 homo_energy_ev=-9.25
O 0.78202 0.58971 0.67310 0.215 2.388 3.151
C 0.47825 1.40273 1.54613 -1.156 -2.457 -3.185
O -0.89205 1.75082 1.61460 3.868 0.950 2.160
C -0.94442 2.92889 2.50171 -2.582 0.191 -1.188
O -1.89380 3.75544 1.78643 0.857 -0.500 1.535
C 0.53512 3.56206 2.71917 -1.800 -1.125 1.734
C 0.51005 4.22537 4.20846 2.518 -0.505 -0.258
O 0.09757 5.59141 4.23352 -1.232 -1.465 0.387
C -1.31311 5.79684 4.24568 -2.042 2.285 -0.678
O -2.08099 4.89439 5.05806 0.317 0.727 0.075
C -3.29319 5.47191 5.55966 -1.060 -0.634 0.758
C -4.57494 5.33244 4.60875 -1.376 -0.136 0.207
O -4.28112 5.17078 3.20786 0.181 -0.030 0.409
P 0.82763 4.71459 1.24878 -0.272 1.029 -5.514
O 0.46213 4.07739 -0.10334 0.867 1.003 4.150
O -0.10295 6.15374 1.32688 2.492 -1.954 0.997
O 2.45396 5.26169 1.15122 -2.831 0.007 0.798
C 1.31085 2.12752 2.70103 1.556 0.002 -0.564
P 0.84203 0.98388 4.19984 -3.802 -0.456 1.934
O 1.22564 -0.63169 3.85737 0.910 1.642 0.196
O 1.52944 1.55925 5.64501 1.424 -1.814 -2.112
C 2.90479 2.13323 2.65148 1.291 0.733 -0.524
F 3.49527 1.15592 3.52070 -1.486 1.583 -1.509
F 3.47182 3.36829 3.09051 -1.706 -2.353 -0.736
C 3.55866 1.85312 1.21510 2.529 -0.260 -1.163
F 2.98187 2.54378 0.16309 0.946 -1.893 2.495
F 3.66933 0.46848 0.95372 -0.748 3.326 0.390
F 4.90446 2.30904 1.29917 -2.708 -0.940 -0.249
H -1.38337 2.61525 3.51066 0.838 0.438 -1.350
H -2.79082 3.38735 1.95312 1.038 0.410 -0.017
H 0.01033 3.54484 4.97660 0.189 1.035 -1.294
H 1.62042 4.23176 4.51788 -1.710 0.227 -0.360
H -1.47987 6.85625 4.67439 0.622 -1.468 -0.495
H -1.80984 5.82981 3.20880 1.228 -0.479 1.212
H -3.54695 4.88818 6.51948 0.457 0.847 -1.420
H -3.21898 6.56148 5.87531 0.450 -1.212 -0.605
H -5.19384 6.28943 4.74972 0.852 -1.237 -0.235
H -5.28097 4.47643 4.91560 1.316 1.130 -0.102
H -4.78306 4.43885 2.80741 0.151 0.583 0.657
H 0.41674 6.80117 1.85279 -0.568 -0.351 -0.137
H 2.41719 5.99788 0.49125 0.112 -0.842 0.497
H 0.44704 -1.20751 4.01849 0.463 0.908 -0.070
H 2.39720 1.11228 5.81874 -0.624 0.732 -0.037
C 4.67291 -2.34065 1.44822 0.342 -0.282 0.132
C 3.61109 -3.04351 0.62659 -0.283 0.810 0.421
O 4.20474 -4.03331 -0.23052 0.234 -1.134 -0.201
C 4.46721 -5.22405 0.33689 -0.835 1.514 0.847
O 4.24124 -5.49342 1.48621 0.352 -0.431 -0.723
C 5.04531 -6.18804 -0.69531 0.951 -1.147 -1.079
F 5.98637 -5.61228 -1.46861 -0.357 0.151 0.398
F 4.09390 -6.65362 -1.53234 -0.097 0.347 0.382
F 5.62074 -7.26339 -0.13356 -0.392 0.575 0.196
H 5.44597 -1.92213 0.79894 -0.165 0.085 -0.007
H 4.23341 -1.53609 2.03855 -0.013 -0.106 -0.077
H 5.17084 -3.03680 2.12797 -0.135 0.022 -0.002
H 3.11404 -2.32159 -0.02460 0.135 -0.269 -0.201
H 2.84009 -3.48861 1.26080 0.216 -0.187 -0.092
C 0.85114 -5.29283 -2.99256 -0.250 0.200 0.173
C 1.70285 -4.55349 -4.00535 0.289 -0.710 0.281
O 0.99769 -3.41568 -4.52733 -0.167 0.997 -0.016
C 1.03602 -2.30240 -3.77044 0.855 -1.548 0.405
O 1.60728 -2.21993 -2.71804 -0.475 0.501 -0.489
C 0.29401 -1.16207 -4.46164 -0.910 1.631 -0.593
F -0.88673 -1.55550 -4.98420 0.315 -0.310 0.217
F 1.00843 -0.64410 -5.48046 0.130 -0.493 0.320
F 0.02065 -0.14388 -3.63309 0.338 -0.716 0.018
H -0.11462 -5.56270 -3.42741 0.132 -0.071 -0.056
H 1.35368 -6.20121 -2.65554 0.010 0.067 -0.063
H 0.64460 -4.66744 -2.12059 0.138 -0.052 -0.038
H 1.91475 -5.20710 -4.85375 -0.169 0.298 -0.109
H 2.66491 -4.25485 -3.58084 -0.206 0.190 0.008
C -4.44336 -1.49833 -6.29121 -0.323 -0.022 -0.183
C -3.85840 -2.81215 -5.81262 0.515 0.665 -0.039
O -4.89804 -3.77954 -5.59432 -0.536 -0.861 -0.350
C -5.32923 -4.43780 -6.68654 1.356 1.243 -0.003
O -4.90485 -4.26086 -7.79646 -0.617 -0.501 0.422
C -6.39251 -5.46355 -6.30416 -1.441 -1.165 0.354
F -7.30052 -4.96745 -5.44083 0.459 0.195 -0.247
F -5.85097 -6.54636 -5.71042 0.270 0.465 -0.192
F -7.08239 -5.91288 -7.36502 0.563 0.443 0.125
H -5.20741 -1.14254 -5.59546 0.159 -0.005 0.051
H -3.66459 -0.73893 -6.38026 -0.010 -0.088 0.044
H -4.92727 -1.61402 -7.26400 0.151 -0.011 0.028
H -3.36088 -2.66348 -4.85250 -0.257 -0.251 0.019
H -3.10761 -3.19586 -6.50812 -0.259 -0.102 -0.016



20
Properties=species:S:1:pos:R:3:forces:R:3 method="wB97M-V/def2-TZVPD" fmax_ev_per_a=4.96 multiplicity=3 homo_energy_ev="-9.39 / -12.79" total_charge=+1
C -2.37801 1.86920 0.23324 -0.554 -0.368 0.140
C -1.35522 -2.31364 -0.35791 -0.810 0.711 1.078
C -1.00371 0.32659 -0.30529 -0.071 2.466 0.767
C 0.12441 -0.45221 -0.66001 -2.454 -0.191 -0.714
C -2.30523 -0.24518 -0.16663 3.653 -2.325 -0.308
C 2.25908 0.46352 -1.11537 -0.172 -0.079 -0.579
C 3.46526 0.63690 1.08088 0.239 -4.914 -0.670
N -1.12624 1.69110 0.01051 1.161 -1.267 -1.171
N -2.38472 -1.59987 -0.17032 -2.717 0.856 -0.004
N 3.12414 0.58962 -0.34219 -0.020 0.441 1.594
N -3.14698 0.71590 0.17946 -2.908 2.148 1.244
N -0.11906 -1.82208 -0.56685 3.104 -0.061 -0.346
H -2.78460 2.83374 0.37362 -0.627 0.641 0.425
H -1.60574 -3.29916 -0.09260 1.055 -1.784 -0.374
H 2.15760 0.53261 -2.20245 -0.556 -0.124 0.226
H 3.43522 1.60696 1.41638 0.505 2.337 0.570
H 4.51195 0.06554 1.11854 -2.440 1.496 0.577
H 2.57434 0.08305 1.63100 2.015 0.747 -1.009
H -4.16775 0.72312 0.56921 2.710 -0.615 -1.344
H 0.72528 -2.40572 -0.63323 -1.113 -0.115 -0.102



| no. | DFT total energy (eV) |
| --- | --- |
| 1 | -47843.5360 |
| 2 | -17215.4410 |
| 3 | -114729.5318 |
| 4 | -14825.5504 |